Computed, not measured: the molecule C2H4NP in a non-equilibrium geometry, with wB97M-V/def2-TZVPD.

Positions of all 8 atoms, in Å:
1 C -1.2539 -1.0942 -1.2202
2 C -0.4996 -0.9993 -0.2793
3 N 0.4393 -0.1379 0.9273
4 P 1.1104 1.2283 0.1547
5 H -1.8930 -1.6430 -1.8675
6 H 1.1777 -0.7769 1.2507
7 H 1.0922 1.8642 1.3603
8 H -0.1732 1.5589 -0.3259

Its LUMO energy is 0.3 eV. As for the SMILES: C#CNP. As for the spin multiplicity: 1. For the frontier orbital gap, the calculation gives 9.195 eV. Its HOMO energy is -0.327 hartree. The energy relative to the best compared isomer or geometry (same formula, charge and spin) comes out at 85.1 kcal/mol.

Computed, not measured: a structure of composition C20H37CeN2O2P2Si in a non-equilibrium geometry, with wB97M-V/def2-TZVPD.

Positions of all 65 atoms, in Å:
1 Ce 0.5980 0.2281 -0.5615
2 P 0.1962 -2.4700 0.2974
3 C -1.0276 -3.0549 -0.9495
4 C -1.8317 -2.0339 -1.7315
5 N -1.5509 -0.7060 -1.7135
6 C -2.3366 0.1284 -2.4412
7 C -3.4422 -0.3293 -3.1528
8 C -3.7443 -1.6893 -3.1630
9 C -2.9047 -2.5435 -2.4556
10 C -2.0275 1.6175 -2.5251
11 P -0.2547 2.1746 -2.5254
12 H -3.1010 -3.6129 -2.4045
13 H -4.0453 0.3933 -3.7032
14 H -4.6218 -2.0642 -3.6833
15 H -2.4532 2.0058 -3.4632
16 H -2.5293 2.1661 -1.7071
17 H -0.5075 -3.7700 -1.6118
18 H -1.7346 -3.6799 -0.3699
19 H 1.5822 -2.4115 -3.4582
20 O 1.5422 -3.3265 -3.7939
21 H 0.7902 -3.3465 -4.4060
22 H 2.4226 0.1391 -0.3474
23 O 1.5275 -0.4612 -2.3628
24 H 2.3321 -0.1961 -2.8636
25 C 0.2475 1.7877 -4.2357
26 H -0.3570 2.3309 -4.9753
27 H 1.2983 2.0875 -4.3541
28 H 0.1782 0.7041 -4.4025
29 C -0.3533 3.9935 -2.5671
30 H 0.6714 4.3828 -2.4711
31 H -0.7779 4.3564 -3.5134
32 H -0.9539 4.3553 -1.7225
33 C -0.6315 -3.2327 1.7284
34 H -0.5402 -4.3255 1.6672
35 H -0.1803 -2.8602 2.6512
36 H -1.6918 -2.9548 1.6826
37 C 1.6429 -3.5753 0.1084
38 H 2.4585 -3.2141 0.7490
39 H 1.3807 -4.5959 0.4153
40 H 1.9765 -3.5714 -0.9366
41 C -0.6523 3.5442 1.0238
42 Si 0.0293 2.5082 2.4257
43 C 1.5201 3.3533 3.1914
44 C -1.2760 2.3573 3.7507
45 N 0.5977 0.9707 1.8072
46 C 1.3200 0.1078 2.6046
47 C 2.5731 -0.4009 2.1600
48 C 3.2737 -1.3456 2.8979
49 C 2.8026 -1.7347 4.1537
50 C 1.6056 -1.2027 4.6472
51 C 0.8391 -0.3301 3.8743
52 H -1.0317 4.4778 1.4684
53 H -1.4955 3.0664 0.5041
54 H 0.1142 3.8311 0.2912
55 H 1.2419 4.3288 3.6122
56 H 1.9531 2.7434 3.9960
57 H 2.3030 3.5055 2.4372
58 H -2.1323 1.7597 3.4165
59 H -0.8942 1.9184 4.6800
60 H -1.6427 3.3621 4.0050
61 H 3.0126 0.0131 1.2390
62 H 4.2020 -1.7549 2.4887
63 H 3.3762 -2.4492 4.7506
64 H 1.2493 -1.4836 5.6399
65 H -0.1352 0.0287 4.2077

Its LUMO energy (spin up / spin down) is -7.4 / -8.5 eV. The expectation value of S² is 0.921. As for the spin multiplicity: 2. For the frontier orbital gap (spin up / spin down), the calculation gives 7.436 / 6.512 eV. Its HOMO energy (spin up / spin down) is -0.544 / -0.553 hartree. The charge is +2. The energy relative to the best compared isomer or geometry (same formula, charge and spin) comes out at 0.0 kcal/mol.

Computed, not measured: the molecule C7H10NOPS in a non-equilibrium geometry, with wB97M-V/def2-TZVPD.

Positions of all 21 atoms, in Å:
1 C -2.1940 -0.2534 4.1163
2 C -1.7844 -0.3546 2.9918
3 C -1.5818 -1.5631 0.9467
4 C -1.3375 -0.4556 1.6564
5 C -0.6336 0.7105 1.0514
6 C 1.4251 -0.7009 -2.4594
7 C 2.0105 1.2089 -1.1012
8 N 1.2456 -0.0214 -1.1845
9 O -1.0988 1.1119 -1.8543
10 P -0.4202 0.2346 -0.8962
11 S -1.1877 -1.7221 -0.7469
12 H -2.5738 -0.1672 5.0898
13 H -2.0658 -2.4299 1.3632
14 H -1.2223 1.6256 1.0779
15 H 0.3458 0.8708 1.4992
16 H 0.8826 -1.6469 -2.4342
17 H 1.0587 -0.1049 -3.3037
18 H 2.4854 -0.9080 -2.6024
19 H 1.8230 1.6723 -0.1339
20 H 3.0722 0.9695 -1.1839
21 H 1.7512 1.9240 -1.8919

Its LUMO energy is 0.7 eV. As for the SMILES: C#CC1=CS[P@](=O)(N(C)C)C1. As for the spin multiplicity: 1. For the frontier orbital gap, the calculation gives 9.206 eV. Its HOMO energy is -0.313 hartree. The energy relative to the best compared isomer or geometry (same formula, charge and spin) comes out at 35.6 kcal/mol.

Computed, not measured: the molecule C3H6O2S in a non-equilibrium geometry, with wB97M-V/def2-TZVPD.

Positions of all 12 atoms, in Å:
1 C -1.5301 -0.8398 0.5349
2 C 0.3077 0.7701 -0.8518
3 C 1.6575 0.1467 -0.2258
4 H -0.8865 -1.4678 1.2013
5 H -2.7527 -0.8641 0.6898
6 H -1.3753 -1.2633 -0.5721
7 H -0.0857 0.0491 -1.5040
8 H 0.5871 1.7594 -1.2117
9 H 0.9396 0.8981 1.3027
10 O 1.7191 0.4920 1.0621
11 O 2.4114 -0.6179 -0.7850
12 S -0.9919 0.9375 0.3595

Its LUMO energy is 0.6 eV. As for the SMILES: CSCC(=O)O. As for the spin multiplicity: 1. For the frontier orbital gap, the calculation gives 10.048 eV. Its HOMO energy is -0.347 hartree. The energy relative to the best compared isomer or geometry (same formula, charge and spin) comes out at 28.6 kcal/mol.

Computed, not measured: the molecule C23H30N4O4S in a non-equilibrium geometry, with wB97M-V/def2-TZVPD.

Positions of all 62 atoms, in Å:
1 C -8.0873 1.0551 1.2622
2 C -7.2845 -0.1443 1.7525
3 C -5.7744 0.1002 1.7549
4 H -5.2790 -0.7715 2.1891
5 H -5.5445 0.9621 2.3843
6 C -5.1776 0.3551 0.3645
7 N -5.4761 -0.7138 -0.5675
8 C -5.0355 -1.9894 -0.5401
9 S -6.0221 -3.1669 -1.1698
10 N -3.7851 -2.2886 -0.0602
11 N -2.9170 -1.2877 0.0899
12 C -1.7198 -1.4542 0.5034
13 C -0.8218 -0.3243 0.6154
14 C -1.1357 0.9228 0.0809
15 C -0.2561 1.9793 0.2065
16 C 0.9529 1.8196 0.8656
17 C 1.2892 0.5585 1.3988
18 C 0.4032 -0.4938 1.2687
19 H 0.6487 -1.4669 1.6652
20 O 2.5129 0.4830 2.0030
21 C 2.8697 -0.7209 2.6390
22 H 2.1385 -1.0023 3.4023
23 H 3.8286 -0.5299 3.1190
24 H 2.9810 -1.5373 1.9178
25 O 1.8447 2.8417 1.0920
26 C 2.1883 3.6675 0.0010
27 C 3.1615 2.9900 -0.9807
28 O 3.2701 3.3844 -2.1221
29 N 3.8422 1.9769 -0.4059
30 C 4.8002 1.1266 -0.9682
31 C 5.3827 0.1654 -0.1425
32 C 6.3281 -0.7029 -0.6389
33 C 6.7205 -0.6336 -1.9770
34 C 6.1423 0.3267 -2.7987
35 C 5.1904 1.1989 -2.2987
36 H 4.7490 1.9407 -2.9430
37 H 6.4223 0.4115 -3.8365
38 O 7.6623 -1.5396 -2.3672
39 C 8.1032 -1.5139 -3.7026
40 H 8.8434 -2.3085 -3.7836
41 H 7.2836 -1.7113 -4.4011
42 H 8.5718 -0.5568 -3.9534
43 H 6.7847 -1.4490 -0.0079
44 H 5.0893 0.1080 0.8950
45 H 3.6140 1.7855 0.5665
46 H 2.6902 4.5385 0.4336
47 H 1.3197 4.0178 -0.5642
48 H -0.5188 2.9415 -0.2048
49 H -2.0684 1.0508 -0.4429
50 H -1.3057 -2.4204 0.7962
51 C -3.4029 -3.6678 0.1692
52 H -3.1091 -3.8021 1.2125
53 H -4.2577 -4.3013 -0.0526
54 H -2.5729 -3.9443 -0.4842
55 H -6.4048 -0.6655 -0.9671
56 H -4.0971 0.4579 0.4542
57 H -5.5871 1.2720 -0.0618
58 H -7.5147 -1.0179 1.1390
59 H -7.5912 -0.3797 2.7741
60 H -7.8931 1.2632 0.2128
61 H -7.8377 1.9422 1.8408
62 H -9.1517 0.8629 1.3733

Its LUMO energy is 0.1 eV. As for the SMILES: CCCCNC(=S)N(C)/N=C/c1ccc(OCC(=O)Nc2ccc(OC)cc2)c(OC)c1. As for the spin multiplicity: 1. For the frontier orbital gap, the calculation gives 8.030 eV. Its HOMO energy is -0.292 hartree. The energy relative to the best compared isomer or geometry (same formula, charge and spin) comes out at 99.3 kcal/mol.

Computed, not measured: a structure of composition C2H3I2NO2 in a non-equilibrium geometry, with wB97M-V/def2-TZVPD.

Positions of all 10 atoms, in Å:
1 C -2.0793 -0.3134 -0.8232
2 C 1.5776 -0.3299 0.9808
3 N 1.3914 0.8463 0.5161
4 O 2.1426 1.7618 0.8380
5 O 0.2656 0.9683 -0.1473
6 I -0.0859 -1.3120 0.0076
7 I 3.4676 -1.0553 1.1734
8 H -1.7281 0.0951 -1.8137
9 H -2.8611 -1.0121 -0.8072
10 H -2.0905 0.3512 0.0756

Its LUMO energy is -1.5 eV. As for the spin multiplicity: 1. For the frontier orbital gap, the calculation gives 6.909 eV. Its HOMO energy is -0.309 hartree. The energy relative to the best compared isomer or geometry (same formula, charge and spin) comes out at 156.3 kcal/mol.

Q: What is the spin multiplicity in the sixth record?
A: 1

Q: Which value of spin multiplicity does entry 2 give?
A: 2